# 1
Below is 12 unconnected molecules or ions with the total composition C52H153N25O19P8 at a distorted geometry, with properties calculated with ωB97M-V/def2-TZVPD.

Results
Structure (SMILES)   CN(C)P(=O)(N(C)C)N(C)C.CN(C)P(=O)(N(C)C)N(C)C.CN(C)P(=O)(N(C)C)N(C)C.CN(C)P(=O)(N(C)C)N(C)C.CN(C)P(=O)(N(C)C)N(C)C.CN(C)P(=O)(N(C)C)N(C)C.CN(C)P(=O)(N(C)C)N(C)C.CCOP(=O)(OCC)OCC.C[N+](=O)[O-].C[N+](=O)[O-].C[N+](=O)[O-].C[N+](=O)[O-]

```
257
Properties=species:S:1:pos:R:3:forces:R:3:mulliken_charge:R:1
C 2.51444 10.15302 -0.41617 0.6 2.0 -1.5 -1.103
N 1.55307 9.14302 -0.32827 0.0 -2.6 1.4 0.285
C 0.59689 9.37689 0.70680 -1.0 -0.4 0.8 -0.905
P 1.31825 8.07098 -1.60217 -0.1 -0.5 0.3 0.200
O 2.56534 7.61076 -2.26490 -0.5 0.8 0.2 -0.914
N 0.36826 6.80851 -0.97291 -0.7 0.6 -1.6 0.530
C 0.65435 6.05907 0.23808 0.0 0.1 -0.5 -1.197
C -0.32725 5.92860 -1.99504 0.8 0.8 0.7 -1.085
N 0.33586 8.92761 -2.65692 1.1 -0.3 1.8 0.989
C -1.01577 9.33465 -2.32434 0.1 -0.7 -1.2 -0.784
C 0.81490 9.14092 -3.98211 -0.7 -0.3 -1.2 -1.253
H 2.03878 10.97786 -0.94672 0.0 0.8 -0.3 0.403
H 3.36083 9.90529 -1.05676 0.2 -0.3 0.5 0.318
H 2.77763 10.61912 0.53335 0.4 -0.7 0.2 0.324
H 0.95608 9.83505 1.62831 0.9 0.4 -0.3 0.405
H 0.23991 8.44778 1.15113 -0.7 -0.1 -0.6 0.240
H -0.19706 10.03956 0.36241 -0.5 -0.1 0.1 0.243
H 1.13003 5.10527 0.00986 0.1 -0.2 -0.1 0.295
H 1.34037 6.59549 0.89361 -0.3 0.1 0.1 0.415
H -0.32302 5.84694 0.67150 0.2 0.0 0.6 0.305
H -1.26313 5.53630 -1.59713 0.1 0.0 0.3 0.323
H -0.59472 6.44203 -2.91859 0.3 0.3 0.1 0.250
H 0.35047 5.11180 -2.24332 -0.1 -0.2 -0.1 0.349
H -1.19124 10.38204 -2.56989 0.1 0.2 0.4 -0.305
H -1.61574 8.76035 -3.03025 -0.8 0.0 0.1 0.588
H -1.31272 9.06225 -1.31157 0.2 0.2 -0.1 0.183
H 0.16110 9.85848 -4.47786 0.1 0.3 0.0 0.336
H 0.68565 8.22098 -4.55229 0.3 -0.1 -0.4 0.296
H 1.85021 9.47076 -4.06829 -0.1 -0.1 0.3 0.228
C -7.10768 21.35426 -10.83011 1.0 0.8 -0.3 -0.893
N -5.80003 21.59912 -10.11466 0.0 -3.1 -0.9 0.356
C -5.69804 22.86225 -9.48437 0.5 1.1 0.6 -0.919
P -4.94041 20.17267 -9.52096 0.8 0.6 -4.1 -0.327
O -5.65799 19.47539 -8.45767 -0.2 -0.7 0.4 -0.174
N -4.69908 19.21538 -11.02747 0.6 3.1 0.2 0.530
C -4.93078 17.79295 -11.04107 -0.1 0.5 0.7 -0.858
C -4.34327 19.84961 -12.39999 -1.6 -1.2 1.5 -1.234
N -3.30316 20.46204 -9.12303 -0.2 3.9 -0.6 0.112
C -2.34152 21.17387 -10.05251 -1.8 -1.1 0.0 -1.032
C -2.72291 19.32617 -8.52344 0.0 -1.6 -0.1 -0.922
H -6.95552 20.92267 -11.81939 0.2 -0.5 0.2 0.197
H -7.47768 22.34947 -11.07661 -0.1 0.1 0.1 0.469
H -7.92310 20.85436 -10.30734 0.4 -0.3 0.4 0.261
H -5.70538 22.77143 -8.39819 0.3 0.3 0.1 0.267
H -6.50846 23.54362 -9.74330 -0.3 -0.4 -0.1 0.390
H -4.82419 23.39184 -9.86386 0.4 0.1 0.5 0.256
H -4.46568 17.37803 -10.14686 -0.1 -0.4 0.0 0.197
H -6.00455 17.61714 -10.97615 -0.1 -0.6 -0.4 0.203
H -4.45986 17.33727 -11.91210 -0.2 0.0 -0.1 0.397
H -5.28886 19.83726 -12.94204 0.1 0.1 -0.5 0.469
H -3.99424 20.88170 -12.43264 0.1 -0.2 0.7 0.302
H -3.64724 19.18757 -12.91512 0.1 0.1 0.1 0.347
H -2.12055 20.51553 -10.89266 0.3 -0.3 -0.1 0.378
H -2.84958 22.02062 -10.51403 0.3 0.3 0.4 0.243
H -1.40341 21.41090 -9.55064 -0.3 0.2 0.2 0.333
H -1.67013 19.36413 -8.24356 -0.1 0.9 0.5 0.322
H -2.67467 18.59214 -9.32778 -0.2 -1.1 0.2 0.269
H -3.38869 19.04968 -7.70588 0.5 -0.6 0.1 0.188
C -9.94573 17.00029 -8.01031 -0.7 -1.6 -0.6 -0.660
N -9.47840 15.58046 -7.98628 1.4 -0.2 -2.3 0.360
C -9.21598 15.01306 -6.72964 -0.3 -0.9 1.4 -0.904
P -8.92562 14.47216 -9.27205 0.7 2.2 -0.2 0.575
O -9.31815 13.01507 -9.19310 0.9 2.4 0.4 -0.906
N -9.54420 15.14046 -10.67767 0.2 0.8 -0.2 0.296
C -10.56701 14.50778 -11.49981 0.4 0.0 0.3 -1.113
C -9.36563 16.54091 -11.12024 0.4 -0.5 0.1 -1.047
N -7.17558 14.87067 -9.34835 -1.6 0.3 0.4 0.775
C -6.47721 15.87801 -8.49198 -1.2 -1.1 0.3 -0.423
C -6.36438 14.42940 -10.45742 0.2 0.0 -0.5 -1.068
H -10.14977 17.38857 -7.01246 0.1 -0.6 0.1 0.073
H -10.91111 16.88204 -8.50240 0.0 1.1 -0.4 0.399
H -9.27578 17.73469 -8.45743 0.0 -0.2 -0.3 0.240
H -8.96939 15.70862 -5.92747 0.3 0.3 -0.2 0.123
H -8.39556 14.30492 -6.84600 -0.1 -0.3 0.6 0.122
H -10.12726 14.51420 -6.39980 0.1 -0.6 0.5 0.472
H -10.32375 14.71552 -12.54181 0.1 -0.3 -0.2 0.377
H -10.57595 13.43745 -11.29385 -0.3 0.2 -0.1 0.303
H -11.51780 15.00835 -11.31668 -0.4 -0.3 0.1 0.308
H -10.30155 16.95717 -11.49292 -0.5 0.1 0.8 0.393
H -8.91750 17.16976 -10.35094 -0.1 -0.1 -0.2 0.134
H -8.78640 16.62907 -12.03938 0.7 -0.4 0.0 0.308
H -5.40676 15.70838 -8.37596 0.1 -0.4 -0.6 0.297
H -6.60812 16.90204 -8.84174 -0.2 0.1 0.3 0.240
H -6.83378 15.68671 -7.47987 -0.2 0.8 0.1 -0.333
H -6.90574 14.18885 -11.37238 -0.5 -0.7 0.4 0.370
H -5.69615 13.63601 -10.12262 0.1 -0.3 -0.4 0.288
H -5.74737 15.22206 -10.88061 0.3 0.4 0.6 0.213
C -5.77987 14.02052 -5.30895 1.5 0.9 0.5 -0.392
N -4.88391 15.00878 -4.65981 -0.2 0.3 1.4 1.548
C -5.52112 16.31822 -4.51152 0.4 0.9 -0.7 -1.000
P -3.17467 14.85430 -4.50821 -1.9 -2.9 0.6 -0.437
O -2.42741 16.00646 -4.99616 0.6 0.6 -0.2 -0.763
N -2.93602 14.46291 -2.84329 0.8 2.3 -1.8 0.751
C -1.55795 14.36350 -2.37692 -0.4 -0.4 0.1 0.103
C -3.90827 14.05052 -1.86550 -1.0 -0.7 -1.5 -0.021
N -2.74684 13.37688 -5.42068 -1.2 2.4 1.5 0.822
C -2.62672 13.51008 -6.88024 2.0 -0.6 1.1 -0.817
C -3.03002 12.08936 -4.79408 -0.9 0.7 -0.5 -0.223
H -6.82627 14.31932 -5.24680 0.3 0.3 0.1 0.244
H -5.69705 13.09079 -4.74608 0.1 -0.4 -0.9 -0.573
H -5.38302 14.15788 -6.31481 -0.9 -1.7 -0.6 0.180
H -5.21517 16.94633 -5.34816 0.7 0.7 0.3 0.726
H -5.38886 16.78609 -3.53596 0.4 0.1 -0.1 -0.110
H -6.59180 16.38983 -4.70290 -0.3 -1.2 0.4 -0.037
H -1.36995 13.29784 -2.50783 1.2 -0.1 0.5 -0.104
H -0.81352 15.00390 -2.85002 -0.3 -0.2 -0.6 -0.202
H -1.51215 14.66937 -1.33172 -0.1 -0.3 0.2 -0.220
H -3.63454 14.23508 -0.82670 0.2 0.3 -0.2 0.223
H -4.86029 14.50575 -2.13848 -0.1 0.1 0.4 -0.294
H -4.05368 12.97986 -2.00923 -0.2 -0.3 0.5 -0.063
H -3.44601 13.88573 -7.49323 -0.3 -0.2 0.3 -0.060
H -1.72450 14.10910 -7.00376 -0.3 0.7 -0.5 0.095
H -2.23434 12.54452 -7.19935 -0.7 -0.3 -0.5 0.430
H -2.88115 12.24468 -3.72552 0.5 -0.6 0.0 -0.551
H -2.49439 11.28783 -5.30276 0.6 0.0 0.5 0.677
H -4.07391 11.79528 -4.90316 -0.3 -0.1 0.0 -0.170
C -6.95826 8.94665 -3.90432 0.5 0.5 0.1 -0.989
N -5.85833 8.90630 -2.87879 -2.7 -0.6 0.4 0.434
C -4.49713 8.88912 -3.38171 -1.1 0.4 0.0 -1.002
P -6.36408 8.81317 -1.24280 2.7 -0.3 0.8 0.267
O -7.65593 8.11052 -1.03266 0.5 1.3 -0.5 -0.847
N -5.03009 8.08716 -0.34406 -1.8 1.6 -2.8 0.685
C -5.12125 8.07515 1.08169 -1.4 -0.9 0.1 -1.379
C -4.23264 7.06083 -0.95549 1.7 0.4 -1.0 -1.267
N -6.19626 10.42665 -0.68492 -0.3 -0.2 1.3 0.392
C -7.14091 11.40801 -1.16425 -1.0 -0.4 0.3 -0.798
C -4.92312 11.06916 -0.34680 0.8 -0.7 -0.1 0.255
H -7.97342 8.79833 -3.53618 0.3 0.5 0.8 0.340
H -6.98450 8.23594 -4.73034 1.1 -0.7 0.1 0.377
H -6.84439 9.91645 -4.38870 -0.4 0.2 -0.1 0.186
H -3.88101 9.46232 -2.68893 0.5 -0.9 0.2 -0.101
H -4.41994 9.46468 -4.30413 -0.3 -0.1 -0.3 0.424
H -4.33512 7.82842 -3.57343 1.4 0.3 -0.1 0.432
H -4.16536 8.11548 1.60394 0.1 0.2 -0.1 0.276
H -5.83102 8.83348 1.41224 0.4 0.3 0.1 0.435
H -5.64611 7.13882 1.27116 0.2 -0.3 1.0 0.463
H -4.01788 6.16039 -0.37999 -0.4 0.2 0.4 0.404
H -4.43781 6.73669 -1.97576 -1.3 -0.1 0.3 0.404
H -3.29840 7.56423 -1.20429 0.9 -0.4 0.5 0.242
H -6.96786 11.66120 -2.21021 0.1 0.5 -0.2 0.238
H -8.16133 11.03237 -1.08849 -0.1 -0.3 -0.2 0.461
H -7.14758 12.26324 -0.48849 0.3 0.2 -0.4 0.087
H -4.36159 10.65105 0.48865 -0.1 -1.0 -0.3 0.175
H -4.94743 12.08572 0.04578 -1.2 0.3 -0.5 -0.454
H -4.29234 11.09405 -1.23539 0.4 0.1 0.1 -0.082
C -8.57155 23.14835 -6.57167 -0.4 -0.4 1.0 -0.865
N -9.06402 22.68115 -5.23906 -0.7 -0.2 0.6 0.153
C -10.23259 23.48315 -4.74847 1.0 0.2 -1.0 -1.203
P -8.55668 21.33326 -4.28534 1.0 -0.1 0.2 0.308
O -8.86828 21.43037 -2.81158 0.1 0.4 -1.9 -0.652
N -9.33663 19.96231 -5.01965 4.0 -1.0 -0.8 0.580
C -10.75413 19.76281 -4.99904 0.7 0.3 1.3 -0.803
C -8.59161 18.62692 -5.09217 0.4 1.0 0.7 -1.539
N -6.81636 21.18494 -4.51072 -2.2 0.2 -0.8 0.528
C -6.27086 21.07865 -5.89290 -1.1 -0.5 1.5 -1.864
C -5.88183 21.63030 -3.51429 0.7 0.6 0.8 -0.927
H -9.41693 23.38632 -7.21728 -0.2 -0.3 -0.1 0.510
H -7.93298 22.42149 -7.07367 -0.2 0.2 0.2 0.068
H -8.05741 24.09879 -6.42875 0.4 0.0 0.0 0.353
H -10.04179 23.79858 -3.72270 -0.6 -0.3 0.0 0.297
H -11.21161 23.07835 -5.00490 -0.1 -0.9 0.8 0.320
H -10.33221 24.36961 -5.37486 0.8 0.4 0.1 0.489
H -10.94918 18.95728 -5.70698 -0.7 0.5 -0.2 0.167
H -10.92964 19.40267 -3.98533 -1.0 -0.3 0.1 0.338
H -11.23667 20.73545 -5.09507 -0.5 -0.4 -0.6 0.144
H -8.47981 18.16575 -6.07346 -0.2 0.8 -0.4 -0.218
H -7.58321 18.72651 -4.69053 0.0 0.4 -0.1 0.558
H -8.99379 17.80399 -4.50129 -0.8 0.3 0.5 0.859
H -6.11837 22.00598 -6.44509 0.2 0.3 0.4 0.574
H -5.32083 20.55712 -5.77652 -0.2 -0.3 -0.6 0.367
H -7.08028 20.53002 -6.37451 0.8 -0.4 -0.8 0.483
H -4.92697 21.10931 -3.58446 -0.1 -0.7 -0.2 0.306
H -6.19265 21.53137 -2.47424 -0.5 -0.3 -0.3 0.079
H -5.53494 22.65964 -3.60497 -0.4 0.5 -0.3 0.351
C -2.08698 16.70623 1.17046 -2.2 0.0 1.4 -0.801
N -3.09267 16.38940 2.25802 0.4 -0.7 0.4 0.522
C -2.37460 15.69876 3.36759 -1.0 0.0 -0.6 -1.172
P -4.62431 17.15765 2.53178 0.5 -0.7 1.4 0.176
O -4.59546 18.15005 3.66616 -0.3 -1.4 -1.3 -0.909
N -5.07506 17.89186 1.10851 -0.3 -2.6 -0.3 0.737
C -4.88612 19.28073 0.87024 0.6 1.2 -1.0 -0.854
C -5.43322 16.96290 -0.04111 0.3 0.8 1.4 -0.570
N -5.70919 15.81596 2.86104 1.6 1.1 0.0 0.523
C -5.86255 14.51593 2.18679 0.5 0.9 0.3 -0.965
C -6.53695 15.90738 4.12040 0.9 1.3 -1.9 -1.207
H -1.40322 15.87608 0.99321 -0.4 -0.4 -0.1 0.282
H -1.43924 17.52376 1.48697 -0.3 0.5 -0.5 0.364
H -2.80904 16.84986 0.36665 1.1 0.7 -0.8 0.118
H -1.59188 16.35677 3.74504 0.2 -0.2 0.1 0.320
H -1.99142 14.75652 2.97587 0.6 0.1 -0.2 0.359
H -2.98563 15.33833 4.19514 -0.5 0.6 0.0 0.293
H -5.37235 19.57376 -0.06025 -0.8 -0.1 0.3 0.241
H -5.19503 19.91433 1.70163 0.0 -0.2 0.0 0.255
H -3.87352 19.55573 0.57508 0.7 -0.1 0.6 0.185
H -6.49275 16.70857 -0.01239 0.1 0.4 -0.2 -0.165
H -5.13732 17.43711 -0.97688 -0.1 -0.2 0.0 0.855
H -4.91961 16.01471 0.11779 0.2 0.1 -0.3 -0.525
H -6.93407 14.50771 1.98711 0.2 -1.2 0.1 0.608
H -5.33043 14.35857 1.24861 0.0 0.8 -0.1 -0.222
H -5.41712 13.73990 2.80926 -0.7 -0.4 0.4 0.420
H -7.12007 16.80172 3.90082 -0.5 0.0 0.9 0.347
H -5.87502 16.11477 4.96119 -0.3 -0.3 0.2 0.288
H -7.18814 15.03849 4.21580 0.3 0.0 0.1 0.439
C 1.29793 15.95448 -6.46953 -0.4 1.0 0.2 -0.714
C 1.35300 17.35162 -5.77313 0.6 -2.5 0.9 -0.202
O 1.04438 17.05445 -4.36416 0.1 0.4 1.2 0.111
P 2.08564 16.63801 -3.21258 -1.0 -0.6 0.4 0.372
O 3.48065 17.05058 -3.33687 0.2 -0.2 -0.7 -0.849
O 1.42128 17.29073 -1.88170 -0.8 0.0 -2.3 0.035
C 1.76009 16.80472 -0.63374 0.8 -1.8 2.1 -0.223
C 1.96413 17.84848 0.46132 0.6 -0.3 -1.6 -1.488
O 1.81197 15.04443 -2.97380 0.7 0.8 -0.1 -0.090
C 2.44202 13.91965 -3.63898 -1.9 -1.5 -1.2 -0.666
C 1.29040 13.05253 -4.34571 -0.2 0.9 -0.2 0.207
H 1.08898 16.11138 -7.52775 0.6 -0.3 -0.2 0.517
H 2.16410 15.33603 -6.23423 0.2 0.3 -0.4 0.232
H 0.44505 15.37894 -6.10976 -0.2 0.4 0.3 -0.122
H 2.35651 17.77100 -5.70116 -0.1 0.3 -0.8 0.373
H 0.59490 17.99598 -6.21832 0.1 0.2 0.6 0.167
H 1.08977 16.02344 -0.27544 -0.7 0.1 -0.4 0.210
H 2.69967 16.25667 -0.70400 0.3 0.0 -0.1 0.449
H 1.13157 18.54688 0.54620 0.1 -0.1 0.3 0.202
H 2.23573 17.31405 1.37165 -0.4 0.2 0.1 0.384
H 2.87768 18.30914 0.08540 -0.1 0.9 0.5 0.478
H 3.13362 14.17333 -4.44238 0.1 0.6 0.4 0.402
H 2.94483 13.24553 -2.94556 0.1 0.6 0.4 0.429
H 1.41978 12.97421 -5.42516 0.5 -0.1 -0.1 0.455
H 1.04611 12.04589 -4.00645 0.7 0.0 0.5 -0.390
H 0.32924 13.56475 -4.30192 0.1 0.3 0.3 -0.235
C -0.23548 19.50369 -2.72026 -0.7 0.0 -0.4 -0.481
N -0.70365 20.24175 -1.53811 0.6 2.9 -1.4 0.921
O -0.61024 21.47909 -1.62537 0.0 -1.2 0.2 -0.582
O -1.13758 19.67699 -0.60087 -0.9 -1.5 2.0 -0.488
H -0.71557 18.52617 -2.76589 0.3 0.1 0.2 0.179
H 0.84750 19.44349 -2.61239 -0.2 0.1 -0.5 0.129
H -0.63360 20.13542 -3.51431 0.7 -0.2 -0.3 0.355
C -8.47300 20.47942 0.33404 -1.0 0.7 -0.1 -0.915
N -8.31381 19.23502 -0.43446 1.7 0.3 0.7 0.965
O -9.05557 18.36968 -0.01979 -0.1 -1.3 -1.1 -0.609
O -7.34021 19.10487 -1.17834 -1.9 -0.1 0.4 -0.252
H -7.80124 20.35147 1.18284 0.4 0.6 -0.3 0.299
H -9.48576 20.45657 0.73641 0.1 -0.1 -0.1 0.368
H -8.42219 21.34530 -0.32609 0.8 -0.1 0.2 0.213
C -6.39636 10.28330 -8.11322 -0.7 -0.7 -1.0 -0.790
N -4.93156 10.16099 -8.09984 2.8 0.8 -1.2 0.828
O -4.34370 9.79850 -9.15055 -1.8 0.5 2.1 -0.542
O -4.31603 10.47237 -7.08427 -0.9 -0.5 -0.6 -0.389
H -6.68467 10.46094 -9.14928 0.1 -0.1 0.1 0.343
H -6.85803 11.06251 -7.50677 0.7 -0.2 0.4 0.219
H -6.70015 9.27204 -7.84274 -0.5 0.2 0.2 0.315
C -9.58806 15.41334 -0.93179 -0.8 -0.2 1.7 -1.083
N -8.17131 15.11374 -1.05311 1.3 1.1 -1.4 0.610
O -7.64535 15.59129 -2.05618 0.0 -0.8 0.2 -0.166
O -7.54860 14.60094 -0.15030 -0.5 -0.5 -0.1 -0.289
H -9.75578 15.37097 0.14439 -0.2 0.5 0.0 0.389
H -10.23691 14.61144 -1.28399 0.3 0.2 -0.8 0.302
H -9.68292 16.42133 -1.33559 -0.5 -0.5 0.0 0.290
```
Forces are in eV/Å.


# 2
Below is a single C5H7NO2 molecule at a distorted geometry, with properties calculated with ωB97M-V/def2-TZVPD.

Results
Structure (SMILES)   CNc1occc1O
Relative energy (zero: lowest compared OMol25 entry of this formula, charge and spin)   206.1 kJ/mol

```
15
Properties=species:S:1:pos:R:3:forces:R:3:mulliken_charge:R:1
C -1.80029 -0.13670 1.42889 3.8 1.5 0.8 -0.866
N -1.14477 -0.93751 0.37677 -1.2 0.8 1.1 -0.369
C -0.28434 -0.08902 -0.28152 2.4 -2.0 -1.3 -0.018
O -0.65606 0.72026 -1.30276 0.3 0.0 0.5 -0.345
C 0.50391 1.10616 -1.92214 0.2 -0.2 -0.4 -0.545
C 1.59283 0.48192 -1.41959 -1.2 -0.8 1.8 -0.495
C 1.07282 -0.31796 -0.32319 -0.7 1.7 -0.3 0.706
O 1.75273 -1.17364 0.50904 0.3 -0.1 0.6 -0.585
H -2.15595 -0.72120 2.23646 -0.8 -0.5 0.5 0.353
H -2.45477 0.53416 0.97931 -1.8 0.7 -0.6 0.312
H -0.96388 0.63983 1.86574 -1.8 -1.8 -0.5 0.241
H -0.55826 -1.63412 0.82332 0.0 -0.1 -0.2 0.344
H 0.34666 1.77954 -2.73245 0.1 0.3 -0.2 0.462
H 2.63658 0.49993 -1.56007 0.8 0.5 -0.9 0.463
H 2.11280 -0.75164 1.32219 -0.5 -0.1 -1.0 0.343
```
Forces are in eV/Å.


| no. | E_HOMO (hartree) |
| --- | --- |
| 1 | -0.295 |
| 2 | -0.294 |